Here is a structure of composition C14H48BrGaO11P3S at a distorted geometry from OMol25. Energies are from ωB97M-V/def2-TZVPD.

Geometry as XYZ:
```
79
Properties=species:S:1:pos:R:3:lowdin_charge:R:1
O 3.886 -2.464 0.080 -0.47
P 3.443 -0.947 0.230 0.54
O 4.551 0.051 1.129 -0.30
O 3.269 -0.245 -1.390 -0.33
Ga 1.250 -0.985 1.118 -0.03
P 0.207 -2.866 0.090 0.02
S -1.675 -2.874 0.618 -0.09
P -0.030 0.878 0.401 0.28
O -1.376 1.131 1.487 -0.52
Br -0.793 0.249 -1.661 0.06
H 5.433 -0.057 0.657 0.06
H 2.851 0.669 -1.221 0.06
H 1.229 -1.069 2.724 -0.09
H 0.958 -4.020 0.549 -0.08
H 0.381 -2.628 -1.348 -0.08
H -2.156 1.506 0.952 0.02
C -5.865 2.947 0.930 -0.09
C -4.991 2.266 -0.102 -0.31
O -4.294 1.181 0.492 -0.10
H -5.260 3.314 1.765 0.08
H -6.406 3.788 0.489 0.06
H -6.591 2.242 1.349 0.04
H -4.253 2.967 -0.502 0.10
H -5.591 1.884 -0.934 0.11
H -4.958 0.559 0.837 0.09
C -5.449 7.594 -0.559 -0.09
C -4.356 6.605 -0.904 -0.31
O -4.921 5.331 -1.175 -0.09
H -6.016 7.252 0.313 0.07
H -5.029 8.580 -0.343 0.07
H -6.162 7.688 -1.385 0.07
H -3.658 6.498 -0.068 0.12
H -3.793 6.933 -1.784 0.07
H -5.533 5.435 -1.925 0.09
C 6.271 -4.794 -0.840 -0.09
C 7.558 -4.603 -0.064 -0.33
O 8.217 -3.424 -0.500 -0.10
H 6.477 -4.865 -1.914 0.07
H 5.752 -5.701 -0.519 0.08
H 5.603 -3.938 -0.700 0.04
H 8.231 -5.450 -0.224 0.09
H 7.359 -4.518 1.009 0.11
H 7.615 -2.676 -0.346 0.08
C -1.368 8.278 -4.796 -0.10
C -2.136 7.747 -3.603 -0.34
O -3.507 7.591 -3.938 -0.10
H -1.778 9.240 -5.120 0.08
H -0.310 8.408 -4.553 0.08
H -1.453 7.594 -5.647 0.07
H -2.067 8.444 -2.763 0.12
H -1.740 6.778 -3.282 0.12
H -3.557 6.964 -4.680 0.10
C 2.278 -3.272 5.599 -0.10
C 1.010 -4.066 5.362 -0.33
O 0.666 -4.030 3.985 -0.11
H 2.146 -2.233 5.281 0.07
H 2.554 -3.286 6.657 0.07
H 3.107 -3.682 5.012 0.07
H 0.179 -3.640 5.932 0.11
H 1.137 -5.109 5.665 0.10
H 1.406 -4.418 3.487 0.09
C -8.994 -0.785 2.775 -0.10
C -8.976 0.585 2.131 -0.32
O -8.073 0.595 1.035 -0.10
H -7.993 -1.060 3.124 0.08
H -9.683 -0.808 3.624 0.07
H -9.300 -1.549 2.053 0.07
H -8.649 1.342 2.850 0.11
H -9.971 0.862 1.768 0.11
H -8.377 -0.075 0.399 0.10
C 10.998 -7.486 -3.239 -0.10
C 9.590 -7.060 -2.880 -0.33
O 9.174 -7.715 -1.691 -0.10
H 11.048 -8.571 -3.382 0.07
H 11.333 -6.994 -4.156 0.07
H 11.696 -7.240 -2.432 0.07
H 8.893 -7.328 -3.679 0.11
H 9.536 -5.979 -2.722 0.11
H 9.794 -7.464 -0.985 0.08
```

Results
- E_tot: -198941.49275 eV
- Net charge: -1
- Orbital gap: 6.11 eV


Here is an isolated molecule of C24H31N3O5S at a distorted geometry from OMol25. Energies are from ωB97M-V/def2-TZVPD.

Geometry as XYZ:
```
64
Properties=species:S:1:pos:R:3:lowdin_charge:R:1
C -2.875 -3.929 -0.412 -0.06
H -3.741 -4.082 -1.058 0.09
O -3.219 -3.217 0.765 -0.06
C -3.325 -1.866 0.701 -0.20
C -2.973 -1.178 1.858 0.02
C -2.965 0.205 1.902 -0.08
C -3.321 0.901 0.767 -0.28
C -3.759 0.248 -0.369 -0.01
C -3.788 -1.140 -0.421 -0.18
O -4.250 -1.841 -1.492 -0.09
C -4.600 -1.134 -2.658 -0.06
H -3.749 -0.575 -3.057 0.10
H -5.437 -0.452 -2.481 0.10
H -4.901 -1.895 -3.378 0.10
H -4.089 0.857 -1.195 0.11
S -3.064 2.669 0.679 0.68
O -3.981 3.228 -0.272 -0.28
O -3.034 3.195 2.012 -0.28
N -1.538 2.896 0.051 -0.23
C -0.416 2.493 0.859 -0.17
C 0.039 1.061 0.569 -0.10
H 0.948 0.857 1.134 0.10
H -0.734 0.356 0.881 0.10
C 0.307 0.862 -0.929 -0.20
C -0.903 1.322 -1.749 -0.11
C -1.336 2.737 -1.366 -0.18
H -0.569 3.456 -1.678 0.13
H -2.278 3.003 -1.846 0.11
H -1.714 0.618 -1.567 0.09
H -0.658 1.296 -2.814 0.13
C 0.519 -0.624 -1.191 -0.46
O -0.405 -1.417 -1.238 0.07
N 1.793 -1.038 -1.363 0.12
C 2.963 -0.230 -1.316 -0.20
C 3.492 0.208 -2.521 -0.03
C 4.574 1.067 -2.561 -0.10
C 5.117 1.507 -1.366 -0.09
C 4.619 1.061 -0.160 -0.02
C 3.551 0.153 -0.091 -0.17
N 3.081 -0.293 1.117 -0.09
C 3.594 0.226 2.371 -0.18
C 2.807 -0.545 3.424 -0.16
H 3.302 -0.549 4.392 0.11
C 2.718 -1.929 2.790 -0.16
H 1.919 -2.538 3.207 0.11
C 2.484 -1.608 1.313 -0.15
H 2.951 -2.351 0.659 0.13
H 1.410 -1.582 1.099 0.11
H 3.663 -2.458 2.920 0.11
H 1.810 -0.117 3.538 0.11
H 3.434 1.306 2.430 0.12
H 4.669 0.022 2.484 0.12
H 5.076 1.414 0.750 0.10
H 5.946 2.198 -1.371 0.10
H 4.972 1.401 -3.506 0.10
H 3.021 -0.123 -3.435 0.12
H 1.897 -2.013 -1.617 0.16
H 1.198 1.426 -1.221 0.15
H 0.410 3.188 0.660 0.13
H -0.724 2.604 1.899 0.12
H -2.671 0.746 2.787 0.12
H -2.673 -1.763 2.713 0.12
H -2.502 -4.892 -0.065 0.09
H -2.091 -3.405 -0.964 0.09
```

Results
- E_tot: -50933.87852 eV
- Net charge: 0
- SMILES string: COc1ccc(S(=O)(=O)N2CCC(C(=O)Nc3ccccc3N3CCCC3)CC2)cc1OC
- Orbital gap: 8.62 eV


Here is an isolated molecule of C20H21NO2S from OMol25. Energies are from ωB97M-V/def2-TZVPD.

Geometry as XYZ:
```
45
Properties=species:S:1:pos:R:3:lowdin_charge:R:1
C 3.193 1.800 2.150 0.01
C 3.427 1.174 0.792 -0.50
O 4.496 1.272 0.220 0.04
N 2.388 0.492 0.248 -0.06
C 1.084 0.328 0.848 -0.15
H 0.709 -0.657 0.551 0.11
H 1.167 0.334 1.935 0.13
C 0.081 1.393 0.392 -0.10
H 0.310 2.354 0.855 0.11
H 0.150 1.517 -0.690 0.12
C -1.355 0.977 0.760 -0.20
C -2.313 2.101 0.502 -0.25
C -3.587 2.111 0.015 -0.02
C -4.011 3.463 0.037 -0.06
C -2.968 4.173 0.539 -0.12
O -1.936 3.358 0.827 0.04
H -2.833 5.218 0.733 0.12
H -4.960 3.845 -0.278 0.10
H -4.152 1.265 -0.317 0.11
C -1.753 -0.263 -0.003 -0.22
C -1.912 -1.478 0.649 -0.03
C -2.236 -2.622 -0.059 -0.08
C -2.408 -2.564 -1.430 -0.11
C -2.253 -1.357 -2.090 -0.10
C -1.924 -0.216 -1.382 -0.05
H -1.807 0.724 -1.902 0.12
H -2.384 -1.305 -3.161 0.11
H -2.661 -3.456 -1.984 0.10
H -2.353 -3.561 0.463 0.10
H -1.781 -1.530 1.721 0.12
H -1.373 0.753 1.836 0.16
C 2.562 -0.115 -1.063 -0.15
C 2.370 -1.594 -1.008 -0.51
C 3.075 -2.506 -0.283 -0.12
C 2.587 -3.823 -0.428 -0.19
C 1.515 -3.893 -1.256 -0.41
S 1.076 -2.353 -1.877 1.05
H 0.951 -4.756 -1.550 0.06
H 3.019 -4.677 0.062 0.10
H 3.920 -2.240 0.327 0.12
H 3.581 0.131 -1.378 0.13
H 1.853 0.321 -1.774 0.12
H 2.325 2.453 2.140 0.07
H 3.052 1.028 2.904 0.09
H 4.075 2.380 2.407 0.09
```

Results
- E_tot: -37501.10194 eV
- Net charge: 0
- SMILES string: CC(=O)N(CC[C@H](c1ccccc1)c1ccco1)Cc1cccs1
- Orbital gap: 9.23 eV


Number 1: E_LUMO 2.035 eV. Number 2: E_LUMO 0.548 eV. Number 3: E_LUMO 0.690 eV.